(1)
Entry from OMol25: a single C8H10O2 molecule at a distorted geometry (ωB97M-V/def2-TZVPD).

Its SMILES is C#C[C@H]1C=CC[C@@]1(O)CO. The lowest unoccupied orbital energy comes out at 0.0304 Eh. Its spin multiplicity is 1. The total charge is 0.

CARTESIAN COORDINATES (ANGSTROEM)
O1 1.113 1.168 1.600
O2 -0.604 1.158 -1.748
C1 -3.093 -0.410 0.310
C2 0.454 0.467 0.342
C3 -0.466 -0.745 0.696
C4 1.695 -0.145 -0.288
C5 0.130 -1.885 -0.102
C6 1.350 -1.572 -0.551
C7 -1.901 -0.543 0.473
C8 -0.170 1.589 -0.478
H1 -0.994 2.029 0.108
H2 -0.336 -0.951 1.774
H3 2.076 0.412 -1.154
H4 2.000 -2.251 -1.104
H5 -0.343 -2.866 -0.156
H6 2.423 0.128 0.693
H7 -4.146 -0.332 0.102
H8 -1.120 1.861 -2.156
H9 1.339 0.524 2.276
H10 0.594 2.363 -0.636

***

(2)
Entry from OMol25: 2 unconnected molecules or ions with the total composition C6H9NO at a distorted geometry (ωB97M-V/def2-TZVPD).

Its SMILES is N=c1cc1.CCC=O. The lowest unoccupied orbital energy comes out at 0.0274 Eh. Its spin multiplicity is 1. The total charge is 0.

CARTESIAN COORDINATES (ANGSTROEM)
O1 -0.440 0.840 -1.220
N1 2.260 2.269 2.339
C1 -1.288 0.301 -1.866
C2 -2.183 -0.723 -1.300
C3 1.970 0.274 0.676
C4 2.370 1.266 1.615
C5 3.281 0.207 1.147
C6 -1.625 -1.213 0.070
H1 -2.175 -2.009 0.391
H2 1.222 0.002 -0.083
H3 4.203 -0.371 1.130
H4 -1.522 0.475 -3.007
H5 -2.076 -1.720 -1.871
H6 1.278 2.806 2.268
H7 -0.587 -1.500 -0.052
H8 -3.191 -0.443 -1.030
H9 -1.497 -0.461 0.793

***

(3)
Entry from OMol25: a molecular structure, C30H50InOP4 at a distorted geometry (ωB97M-V/def2-TZVPD).

The lowest unoccupied orbital energy (spin up / spin down) comes out at -0.4090 / -0.4007 Eh. Its spin multiplicity is 1. The total charge is +3.

CARTESIAN COORDINATES (ANGSTROEM)
In1 0.670 -0.293 -0.462
P1 1.856 -0.906 1.339
P2 1.883 -1.582 -1.975
P3 -1.123 -1.775 -0.137
P4 -1.205 0.624 2.421
O1 -0.381 0.261 -2.255
C1 -0.019 1.104 -3.209
C2 1.331 -1.467 -3.729
C3 -0.759 1.103 -4.420
C4 -2.352 2.349 4.230
C5 -1.014 -2.880 5.490
C6 0.031 2.734 3.953
C7 1.050 2.027 -3.112
C8 -0.898 -3.280 0.919
C9 -2.173 -3.574 5.328
C10 -2.418 3.423 5.111
C11 -2.992 -1.759 3.849
C12 -1.391 4.761 -8.680
C13 0.616 2.876 -5.348
C14 -0.213 5.294 -8.367
C15 -1.266 4.153 5.410
C16 -0.844 -1.624 4.878
C17 1.353 2.892 -4.163
C18 3.637 -1.063 -2.160
C19 -1.745 -1.006 3.831
C20 2.123 -3.411 -1.832
C21 -2.700 -1.175 0.622
C22 2.355 -2.674 1.581
C23 1.207 -0.636 3.053
C24 -0.445 1.970 -5.461
C25 3.500 -0.084 1.518
C26 -3.185 -2.985 4.581
C27 -0.042 3.803 4.839
C28 -1.138 2.004 3.625
C29 -0.759 1.977 1.250
C30 -1.770 -2.549 -1.676
H1 -1.034 1.938 -6.375
H2 -2.172 -1.766 -2.326
H3 -1.318 4.993 6.086
H4 -3.846 -1.453 3.273
H5 4.002 -0.364 2.451
H6 4.071 -1.449 -3.090
H7 -3.506 -1.906 0.490
H8 -0.134 6.177 -7.737
H9 -2.556 -1.002 1.693
H10 2.182 3.588 -4.050
H11 -2.277 -4.558 5.803
H12 -1.364 2.902 1.402
H13 -0.208 -3.345 6.074
H14 -1.820 -3.870 0.974
H15 4.135 -0.356 0.671
H16 -0.935 -3.012 -2.205
H17 -1.004 1.715 0.201
H18 3.670 0.030 -2.164
H19 -2.555 -3.284 -1.463
H20 1.784 -2.272 -4.318
H21 0.853 4.359 5.072
H22 -3.251 1.789 3.995
H23 3.350 0.999 1.487
H24 0.859 3.550 -6.164
H25 -2.999 -0.230 0.165
H26 -1.588 0.404 -4.511
H27 -1.470 3.878 -9.309
H28 -2.325 5.185 -8.320
H29 -0.102 -3.907 0.510
H30 -3.363 3.686 5.556
H31 0.236 -1.128 3.154
H32 -4.111 -3.543 4.541
H33 1.633 2.032 -2.195
H34 0.133 -1.255 5.149
H35 0.721 4.870 -8.726
H36 2.968 -3.631 -1.175
H37 4.217 -1.421 -1.306
H38 1.629 -0.500 -4.136
H39 0.994 2.506 3.521
H40 3.431 -2.755 1.773
H41 2.105 -3.269 0.702
H42 1.894 -1.055 3.798
H43 2.330 -3.840 -2.819
H44 1.079 0.430 3.254
H45 0.315 2.226 1.331
H46 -0.611 -2.977 1.929
H47 1.227 -3.884 -1.421
H48 1.891 0.772 -0.732
H49 0.243 -1.538 -3.793
H50 1.816 -3.088 2.437

***

(4)
Entry from OMol25: a molecular structure, C22H50B3F12MnN8O8 at a distorted geometry (ωB97M-V/def2-TZVPD).

The expectation value of S² is 12.002. The lowest unoccupied orbital energy (spin up / spin down) comes out at -0.0091 / -0.0137 Eh. Its spin multiplicity is 7. The total charge is 0.

CARTESIAN COORDINATES (ANGSTROEM)
Mn1 -3.244 -1.433 0.039
F1 -3.876 -2.131 -1.837
F2 -3.034 -2.254 2.441
F3 -1.656 -0.921 -3.275
F4 -2.472 1.131 -3.435
F5 -5.125 -1.759 1.495
F6 -2.667 0.065 -1.495
F7 -0.612 0.776 -2.260
F8 -5.870 -2.941 -0.986
F9 -3.825 -3.269 0.828
F10 -4.744 -3.603 2.761
F11 -5.154 -0.917 -0.678
F12 -6.054 -1.516 -2.745
O1 -3.542 0.484 1.099
O2 1.800 3.016 1.157
O3 -1.531 -2.503 -0.605
O4 -5.232 1.675 1.777
O5 4.619 -3.197 -0.713
O6 0.447 -2.281 0.102
O7 -3.205 2.112 2.417
O8 -1.136 -0.922 0.507
N1 -0.955 -4.309 -5.165
N2 -0.774 0.704 4.725
N3 0.932 -3.993 -3.903
N4 5.193 -0.322 -0.404
N5 -4.013 1.378 1.796
N6 -0.681 -1.914 0.008
N7 -0.548 2.691 5.639
N8 -0.897 3.833 -0.263
C1 4.422 -0.065 -1.742
C2 -3.346 -3.641 -4.737
C3 -1.446 1.842 5.132
C4 6.679 -0.798 -0.712
C5 5.401 1.032 0.265
C6 0.303 5.056 5.492
C7 0.044 -5.233 -5.595
C8 4.513 -1.282 0.629
C9 -2.278 -4.256 -5.736
C10 -0.259 4.996 0.600
C11 0.647 2.011 5.707
C12 -0.385 -3.694 -4.204
C13 -1.311 -0.442 3.995
C14 1.846 -3.227 -3.000
C15 1.237 -5.017 -4.793
C16 1.081 2.225 0.226
C17 3.761 -2.469 0.079
C18 -0.616 4.021 6.099
C19 0.515 0.761 5.148
C20 -0.592 4.111 -1.704
C21 -0.402 2.491 0.302
C22 -2.422 3.941 -0.220
B1 -1.826 0.197 -2.582
B2 -4.179 -2.745 1.945
B3 -5.262 -1.862 -1.642
H1 0.488 4.092 -1.852
H2 -0.156 -5.849 -6.459
H3 -2.689 -5.242 -5.953
H4 -2.925 3.154 -0.782
H5 -4.420 -3.579 -4.914
H6 -0.992 1.622 0.008
H7 -0.488 -1.136 3.826
H8 -0.944 5.048 -2.136
H9 2.346 2.425 1.681
H10 6.056 1.666 -0.333
H11 -0.602 4.831 1.621
H12 -2.002 -1.083 4.542
H13 1.330 4.698 5.560
H14 -2.535 3.806 0.856
H15 1.323 0.055 5.024
H16 -0.351 3.885 7.147
H17 6.487 -1.595 -1.429
H18 -0.680 5.950 0.282
H19 4.957 0.777 -2.182
H20 1.165 1.203 0.597
H21 1.590 -2.182 -3.174
H22 -2.695 4.873 -0.714
H23 3.898 -0.672 1.291
H24 1.368 2.354 -0.817
H25 3.307 -2.969 0.934
H26 -0.935 -3.159 -3.445
H27 2.921 -2.079 -0.494
H28 4.467 1.562 0.453
H29 0.822 5.098 0.500
H30 2.167 -5.560 -4.713
H31 4.614 -0.865 -2.458
H32 -0.938 3.268 -2.301
H33 -2.338 -3.724 -6.686
H34 -1.695 -0.077 3.042
H35 0.193 5.475 4.492
H36 -3.382 -4.167 -3.783
H37 6.003 0.745 1.128
H38 2.875 -3.299 -3.351
H39 1.760 -3.494 -1.947
H40 7.256 -0.063 -1.274
H41 -3.193 -2.595 -4.470
H42 -1.671 4.275 6.208
H43 -0.621 2.464 1.369
H44 0.252 5.856 6.230
H45 7.156 -0.960 0.255
H46 5.405 -1.553 1.195
H47 3.391 0.177 -1.484
H48 5.295 -3.610 -0.171
H49 1.584 2.425 6.049
H50 -2.492 2.096 5.048

***

(5)
Entry from OMol25: a single C20H28N4O5S molecule (ωB97M-V/def2-TZVPD).

Its SMILES is Cn1c(=O)c2cc(S(=O)(=O)NCCC(=O)NC3CCCCCC3)ccc2n(C)c1=O. The lowest unoccupied orbital energy comes out at 0.0069 Eh. Its spin multiplicity is 1. The total charge is 0.

CARTESIAN COORDINATES (ANGSTROEM)
S1 0.473 3.220 -0.885
O1 -3.788 -3.430 -0.100
O2 -0.008 -0.087 1.655
O3 -4.158 1.006 0.707
O4 -0.464 4.299 -0.766
O5 1.509 3.305 -1.874
N1 1.276 2.965 0.569
N2 -3.970 -1.214 0.290
N3 -2.103 -2.103 -0.838
N4 2.215 0.272 1.587
C1 0.958 0.587 1.951
C2 -5.241 -1.481 0.942
C3 2.538 -0.831 0.700
C4 4.206 -3.659 -0.115
C5 -3.515 0.093 0.240
C6 -1.541 -0.856 -0.951
C7 -3.313 -2.321 -0.204
C8 2.993 -2.056 1.505
C9 2.935 -3.341 0.678
C10 3.987 -1.396 -1.342
C11 0.859 1.886 2.740
C12 -0.393 1.674 -1.030
C13 -2.216 0.253 -0.420
C14 0.474 3.017 1.773
C15 -1.637 1.517 -0.469
C16 -0.310 -0.654 -1.591
C17 -1.406 -3.274 -1.327
C18 0.258 0.600 -1.615
C19 4.915 -2.458 -0.747
C20 3.564 -0.342 -0.319
H1 1.599 -1.085 0.196
H2 -5.921 -1.961 0.240
H3 5.557 -1.979 -0.005
H4 0.551 3.987 2.277
H5 3.997 -1.902 1.903
H6 -0.442 -3.378 -0.827
H7 2.085 -3.271 -0.003
H8 -5.087 -2.146 1.791
H9 -1.263 -3.214 -2.407
H10 1.212 0.775 -2.086
H11 0.079 1.789 3.495
H12 2.139 3.485 0.599
H13 -5.646 -0.528 1.275
H14 2.310 -2.152 2.352
H15 3.140 0.522 -0.837
H16 -2.025 -4.139 -1.095
H17 4.519 -0.882 -2.145
H18 4.921 -4.160 0.542
H19 2.969 0.892 1.833
H20 2.738 -4.186 1.341
H21 1.807 2.110 3.229
H22 -2.180 2.357 -0.064
H23 5.572 -2.839 -1.531
H24 -0.561 2.880 1.461
H25 3.941 -4.372 -0.899
H26 3.108 -1.867 -1.782
H27 0.209 -1.478 -2.052
H28 4.455 0.002 0.214

***

(6)
Entry from OMol25: 3 unconnected molecules or ions with the total composition C28H45N3O8 at a distorted geometry (ωB97M-V/def2-TZVPD).

Its SMILES is CCN(CCc1cc(CCCCN)c(CC(=O)OC(C)=O)c2c1C(=O)NC2=O)C(C)=O.CC(C)O.CC(C)O. The lowest unoccupied orbital energy comes out at -0.0229 Eh. Its spin multiplicity is 1. The total charge is 0.

CARTESIAN COORDINATES (ANGSTROEM)
O1 0.948 3.728 -2.161
O2 4.769 0.488 -2.301
O3 -2.415 7.560 -0.735
O4 1.728 -3.887 -1.438
O5 -1.500 -3.076 2.952
O6 0.191 1.600 -2.088
O7 4.925 -3.260 0.210
O8 -0.999 4.642 -1.522
N1 -3.266 -0.076 -1.558
N2 4.700 -1.741 -1.603
N3 0.560 -4.150 3.151
C1 2.374 1.985 -1.140
C2 -1.421 -0.095 0.183
C3 2.327 -1.671 1.215
C4 -4.551 6.548 -0.260
C5 1.424 -0.667 1.444
C6 2.449 -2.963 2.000
C7 0.234 -2.322 -2.507
C8 0.736 5.024 0.015
C9 -4.138 7.786 -2.406
C10 1.074 2.360 -1.820
C11 1.074 -4.359 -3.713
C12 0.160 4.443 -1.262
C13 -3.821 7.709 -0.920
C14 0.651 -3.780 -2.372
C15 -1.087 1.020 1.188
C16 -2.947 -0.188 -0.108
C17 4.377 -2.339 -0.321
C18 2.305 0.717 -0.315
C19 0.384 1.544 1.099
C20 -0.520 -3.855 0.913
C21 -0.459 -6.064 4.286
C22 -0.568 -3.634 2.419
C23 3.215 -1.455 0.186
C24 4.302 -0.370 -1.600
C25 3.202 -0.300 -0.556
C26 1.409 0.498 0.705
C27 0.162 -4.653 4.475
C28 1.566 -3.057 3.277
H1 -4.242 5.597 -0.704
H2 -0.518 -3.987 5.016
H3 -4.106 8.644 -0.435
H4 -0.059 -1.913 -1.540
H5 -0.602 -2.211 -3.199
H6 -0.243 -6.708 5.138
H7 -3.603 8.617 -2.867
H8 1.379 -5.400 -3.601
H9 -0.164 -2.938 0.436
H10 -5.632 6.647 -0.368
H11 -4.309 6.499 0.802
H12 0.440 2.448 0.501
H13 3.486 -3.069 2.324
H14 2.466 -3.378 -1.780
H15 1.047 -2.124 3.526
H16 1.934 -3.814 -4.114
H17 0.653 1.840 2.123
H18 2.195 -3.817 1.371
H19 -1.528 -5.951 4.099
H20 -3.817 6.874 -2.916
H21 1.737 4.657 0.251
H22 2.780 2.815 -0.557
H23 0.262 -4.309 -4.440
H24 -1.736 1.878 0.994
H25 2.207 -3.294 4.125
H26 -3.510 0.550 0.468
H27 0.685 -0.761 2.230
H28 -2.591 0.575 -1.948
H29 -3.048 -0.990 -1.938
H30 -0.877 0.092 -0.746
H31 0.026 -6.493 3.406
H32 -0.177 -4.364 -1.966
H33 -3.307 -1.180 0.181
H34 0.219 -4.628 0.705
H35 1.068 -1.713 -2.871
H36 4.183 -2.321 -2.258
H37 -1.114 -1.068 0.572
H38 3.096 1.810 -1.946
H39 -5.207 7.922 -2.576
H40 1.065 -4.793 5.073
H41 -1.502 -4.121 0.525
H42 0.700 6.112 0.015
H43 -2.148 6.735 -1.159
H44 -1.232 0.647 2.205
H45 0.089 4.700 0.833

***

(7)
Entry from OMol25: a single C3H3PS molecule at a distorted geometry (ωB97M-V/def2-TZVPD).

The expectation value of S² is 2.019. The lowest unoccupied orbital energy (spin up / spin down) comes out at 0.0253 / -0.0790 Eh. Its spin multiplicity is 3. The total charge is 0.

CARTESIAN COORDINATES (ANGSTROEM)
S1 2.498 1.337 -0.273
P1 1.543 -1.744 0.550
C1 1.481 0.131 -0.038
C2 0.322 -0.566 0.283
C3 -1.350 0.121 -0.062
H1 -1.222 -0.015 -1.157
H2 -2.139 -0.439 0.419
H3 -1.133 1.175 0.279

***

(8)
Entry from OMol25: a molecular structure, C39H45N3O4SSb2W at a distorted geometry (ωB97M-V/def2-TZVPD).

The lowest unoccupied orbital energy comes out at -0.2705 Eh. Its spin multiplicity is 1. The total charge is +2.

CARTESIAN COORDINATES (ANGSTROEM)
W1 0.600 0.093 -0.007
Sb1 3.200 0.006 -0.548
Sb2 0.505 -2.068 -1.503
S1 -0.730 1.670 -1.899
O1 -0.941 -1.114 0.811
O2 -0.980 3.070 -1.872
O3 0.743 1.317 -1.729
O4 -3.111 -1.332 1.291
N1 0.833 2.289 0.978
N2 0.916 -0.448 2.402
N3 -1.239 0.904 -0.594
C1 5.744 0.712 2.957
C2 -0.012 0.299 3.293
C3 0.938 -5.457 2.065
C4 3.479 1.769 -1.746
C5 -0.026 -5.624 1.085
C6 3.547 4.135 -3.200
C7 -2.232 -0.842 0.646
C8 2.246 -2.944 -2.476
C9 -2.907 0.354 -4.988
C10 3.527 1.730 -3.132
C11 3.559 2.914 -3.858
C12 6.008 0.923 0.194
C13 0.279 1.790 3.338
C14 -0.180 -4.677 0.080
C15 -0.238 0.312 -4.196
C16 4.695 0.337 2.129
C17 -2.477 0.153 -0.493
C18 3.291 -1.989 -3.040
C19 -1.016 -3.184 -3.946
C20 7.054 1.295 1.024
C21 4.171 -1.357 -1.967
C22 1.769 -4.345 2.036
C23 -2.356 -0.869 -7.110
C24 -0.134 2.533 2.079
C25 -1.952 -0.260 -5.803
C26 -2.095 -3.724 -4.631
C27 6.921 1.191 2.403
C28 1.618 -3.399 1.032
C29 3.544 4.175 -1.813
C30 -1.214 0.905 -3.402
C31 3.503 2.994 -1.087
C32 -1.146 -2.868 -2.600
C33 4.828 0.440 0.748
C34 -2.354 -3.079 -1.940
C35 -3.302 -3.931 -3.978
C36 -0.616 -0.252 -5.400
C37 -3.431 -3.611 -2.633
C38 -2.546 0.954 -3.797
C39 0.633 -3.553 0.058
H1 -3.274 1.473 -3.185
H2 -3.940 0.375 -5.310
H3 7.738 1.489 3.047
H4 2.689 -3.570 -1.702
H5 -2.457 -2.870 -0.882
H6 -0.199 3.602 2.291
H7 -0.279 2.217 4.172
H8 3.587 5.125 -1.295
H9 -1.117 2.202 1.742
H10 3.951 -2.566 -3.696
H11 0.053 -0.106 4.304
H12 0.140 -0.681 -6.045
H13 -0.072 -3.034 -4.458
H14 -2.492 -0.078 -7.851
H15 0.800 0.358 -3.889
H16 5.645 0.631 4.032
H17 3.540 3.026 -0.003
H18 3.598 2.879 -4.939
H19 4.941 -0.730 -2.414
H20 -2.678 -0.422 -1.405
H21 -3.305 -1.398 -7.022
H22 2.306 -2.558 0.992
H23 -0.929 -4.823 -0.686
H24 3.555 5.057 -3.766
H25 -3.345 0.771 -0.270
H26 2.821 -1.230 -3.671
H27 1.342 1.961 3.540
H28 -4.365 -3.787 -2.117
H29 1.834 -0.464 2.833
H30 -1.598 -1.554 -7.485
H31 2.541 -4.225 2.786
H32 1.747 2.586 1.304
H33 0.602 2.905 0.200
H34 4.657 -2.124 -1.363
H35 7.970 1.674 0.592
H36 -4.139 -4.360 -4.511
H37 -0.666 -6.497 1.090
H38 6.103 1.017 -0.881
H39 -1.026 0.124 2.934
H40 1.060 -6.200 2.843
H41 -1.990 -3.994 -5.674
H42 3.782 -0.052 2.564
H43 0.590 -1.412 2.389
H44 3.560 0.785 -3.661
H45 1.849 -3.609 -3.244

***

(9)
Entry from OMol25: a molecular structure, C5H8N2O4S2 at a distorted geometry (ωB97M-V/def2-TZVPD).

The lowest unoccupied orbital energy comes out at -0.0130 Eh. Its spin multiplicity is 1. The total charge is 0.

CARTESIAN COORDINATES (ANGSTROEM)
S1 -1.031 0.409 2.118
S2 0.426 1.520 -0.283
O1 2.354 0.758 -3.195
O2 0.405 -0.064 -0.745
O3 1.209 2.582 -3.979
O4 1.112 2.372 -1.222
N1 1.758 0.081 1.061
N2 1.350 -2.013 -0.098
C1 -0.235 -1.183 1.396
C2 0.797 -0.751 0.375
C3 -1.339 1.952 -0.713
C4 1.752 1.660 -3.564
C5 1.375 1.336 1.290
H1 2.129 -1.693 -0.757
H2 -1.826 2.053 0.238
H3 0.618 -2.581 -0.445
H4 -0.735 -1.994 0.909
H5 2.238 -0.513 1.776
H6 -1.499 2.670 -1.404
H7 -1.785 0.979 -1.173
H8 0.271 -1.508 2.290